[1]
# C30H75N5O10

A molecular structure, C30H75N5O10 at a distorted geometry (ωB97M-V with the def2-TZVPD basis set, the Open Molecules 2025 dataset).

The lowest unoccupied orbital energy is 0.46 eV. Its HOMO energy is -7.702 eV. As for the spin multiplicity: 1. As for the HOMO-LUMO gap: 8.163 eV. The value obtained for the calculated total energy is -60224.10521 eV. The energy above the lowest of the compared OMol25 structures with the same formula, charge and spin is 467.23 kcal per mole.

Positions of all 120 atoms, in Å:
1 C -8.884 -7.380 -7.771
2 O -10.252 -7.725 -7.801
3 C -10.627 -8.308 -9.057
4 C -12.163 -8.820 -8.872
5 N -12.317 -9.883 -7.896
6 C -13.689 -9.950 -7.438
7 C -13.871 -11.009 -6.432
8 O -12.953 -10.944 -5.295
9 C -12.826 -12.178 -4.638
10 H -8.700 -6.846 -6.838
11 H -8.620 -6.709 -8.588
12 H -8.230 -8.251 -7.804
13 H -10.140 -9.202 -9.447
14 H -10.624 -7.524 -9.813
15 H -12.435 -9.216 -9.850
16 H -12.896 -8.058 -8.606
17 H -11.734 -9.694 -7.093
18 H -14.243 -10.347 -8.289
19 H -14.168 -9.083 -6.984
20 H -13.886 -12.000 -6.885
21 H -14.867 -11.018 -5.991
22 H -12.997 -12.195 -3.562
23 H -11.737 -12.237 -4.635
24 H -13.185 -13.116 -5.062
25 C -13.202 -5.660 -3.693
26 O -13.235 -5.047 -2.412
27 C -13.442 -5.946 -1.319
28 C -12.220 -6.813 -0.971
29 N -12.390 -7.874 0.046
30 C -11.237 -8.817 0.095
31 C -11.026 -9.735 -1.305
32 O -12.261 -10.613 -1.542
33 C -12.326 -10.901 -2.879
34 H -12.728 -4.927 -4.345
35 H -14.169 -5.820 -4.170
36 H -12.604 -6.567 -3.781
37 H -14.375 -6.461 -1.547
38 H -13.699 -5.296 -0.483
39 H -11.554 -6.059 -0.550
40 H -11.741 -7.094 -1.909
41 H -13.293 -8.254 -0.198
42 H -11.489 -9.435 0.957
43 H -10.361 -8.192 0.268
44 H -10.189 -10.423 -1.184
45 H -10.732 -9.122 -2.157
46 H -11.529 -11.618 -3.075
47 H -12.185 -10.072 -3.574
48 H -13.202 -11.374 -3.323
49 C -14.676 -12.972 -0.667
50 O -15.635 -13.524 0.184
51 C -16.175 -14.747 -0.255
52 C -17.235 -15.144 0.752
53 N -16.848 -15.929 1.986
54 C -17.828 -16.904 2.479
55 C -17.481 -17.133 4.008
56 O -18.475 -18.028 4.483
57 C -18.320 -18.391 5.805
58 H -14.056 -12.274 -0.104
59 H -15.095 -12.493 -1.552
60 H -13.946 -13.690 -1.040
61 H -15.438 -15.549 -0.239
62 H -16.634 -14.756 -1.244
63 H -18.090 -15.646 0.299
64 H -17.735 -14.267 1.165
65 H -16.691 -15.327 2.781
66 H -17.588 -17.902 2.112
67 H -18.885 -16.743 2.265
68 H -17.496 -16.137 4.451
69 H -16.491 -17.575 4.115
70 H -17.569 -19.180 5.837
71 H -19.265 -18.880 6.039
72 H -18.124 -17.604 6.533
73 C -14.476 -14.400 -3.519
74 O -13.718 -14.189 -2.351
75 C -13.379 -15.352 -1.688
76 C -12.703 -14.942 -0.333
77 N -11.275 -14.983 -0.355
78 C -10.554 -14.329 -1.473
79 C -10.414 -12.755 -1.220
80 O -9.899 -12.071 -2.360
81 C -10.429 -12.282 -3.731
82 H -15.123 -15.275 -3.595
83 H -13.789 -14.495 -4.360
84 H -15.065 -13.500 -3.695
85 H -12.619 -16.019 -2.095
86 H -14.279 -15.916 -1.443
87 H -12.871 -15.733 0.398
88 H -13.139 -14.071 0.156
89 H -10.855 -14.569 0.464
90 H -11.065 -14.530 -2.414
91 H -9.533 -14.702 -1.560
92 H -9.729 -12.548 -0.397
93 H -11.438 -12.391 -1.133
94 H -10.368 -11.337 -4.270
95 H -11.484 -12.548 -3.670
96 H -9.860 -13.030 -4.283
97 C -6.829 -16.034 -3.437
98 O -7.998 -16.376 -2.731
99 C -8.869 -17.318 -3.359
100 C -10.078 -16.590 -4.000
101 N -9.893 -15.713 -5.186
102 C -10.995 -15.004 -5.782
103 C -12.431 -15.629 -5.819
104 O -13.139 -15.551 -4.544
105 C -14.128 -16.491 -4.549
106 H -7.106 -15.663 -4.425
107 H -6.062 -16.807 -3.456
108 H -6.427 -15.131 -2.979
109 H -9.255 -17.937 -2.549
110 H -8.378 -18.104 -3.934
111 H -10.521 -16.020 -3.183
112 H -10.951 -17.232 -4.115
113 H -9.276 -14.921 -5.071
114 H -10.730 -14.875 -6.832
115 H -10.956 -13.946 -5.524
116 H -12.233 -16.691 -5.966
117 H -13.037 -15.230 -6.632
118 H -14.601 -16.539 -3.568
119 H -13.872 -17.502 -4.865
120 H -14.816 -16.025 -5.254

***

[2]
# C30H75O25P5

10 unconnected molecules or ions with the total composition C30H75O25P5 at a distorted geometry (ωB97M-V with the def2-TZVPD basis set, the Open Molecules 2025 dataset).

The lowest unoccupied orbital energy is 0.41 eV. Its HOMO energy is -9.454 eV. As for the spin multiplicity: 1. As for the HOMO-LUMO gap: 9.860 eV. The value obtained for the calculated total energy is -129967.27958 eV. The SMILES is COP(=O)(OC)OC.COP(=O)(OC)OC.COP(=O)(OC)OC.COP(=O)(OC)OC.COP(=O)(OC)OC.CC(C)=O.CC(C)=O.CC(C)=O.CC(C)=O.CC(C)=O.

Positions of all 135 atoms, in Å:
1 C -11.549 -2.322 20.938
2 O -12.720 -2.602 21.812
3 P -13.992 -1.610 21.890
4 O -13.688 -0.137 22.041
5 O -14.762 -1.898 20.544
6 C -15.951 -1.151 20.352
7 O -14.939 -2.159 23.018
8 C -15.646 -3.447 22.868
9 H -11.314 -1.295 20.910
10 H -11.756 -2.722 19.956
11 H -10.748 -2.998 21.323
12 H -16.666 -1.648 21.051
13 H -16.293 -1.315 19.318
14 H -15.786 -0.123 20.657
15 H -16.579 -3.393 23.394
16 H -14.957 -4.060 23.448
17 H -15.636 -3.829 21.848
18 C -11.796 -6.790 18.751
19 O -12.577 -5.840 18.036
20 P -11.920 -4.613 17.249
21 O -11.580 -3.412 18.044
22 O -13.072 -4.386 16.139
23 C -13.696 -3.132 15.946
24 O -10.755 -5.276 16.462
25 C -10.010 -4.707 15.358
26 H -12.490 -7.585 19.030
27 H -11.276 -6.313 19.539
28 H -11.026 -7.183 18.047
29 H -14.182 -3.106 15.024
30 H -12.900 -2.387 15.958
31 H -14.384 -2.934 16.793
32 H -9.615 -5.510 14.706
33 H -9.081 -4.247 15.720
34 H -10.570 -3.862 14.845
35 C -10.236 3.715 25.451
36 O -10.716 2.420 25.186
37 P -12.148 2.215 25.898
38 O -12.020 2.526 27.339
39 O -12.581 0.784 25.415
40 C -13.900 0.183 25.287
41 O -13.142 3.263 25.226
42 C -13.574 2.951 23.883
43 H -10.940 4.561 25.191
44 H -9.382 4.054 24.883
45 H -9.947 3.783 26.446
46 H -14.168 0.109 24.199
47 H -14.597 0.786 25.853
48 H -13.667 -0.788 25.706
49 H -13.841 3.945 23.446
50 H -14.462 2.347 23.791
51 H -12.809 2.493 23.279
52 C -17.315 5.016 20.589
53 O -16.600 4.621 19.391
54 P -16.207 3.154 18.979
55 O -16.706 2.064 19.828
56 O -16.808 3.074 17.476
57 C -16.439 3.963 16.452
58 O -14.654 3.141 18.792
59 C -13.962 1.876 18.838
60 H -17.219 6.085 20.551
61 H -16.819 4.605 21.465
62 H -18.344 4.627 20.577
63 H -16.420 4.969 16.799
64 H -17.175 3.903 15.684
65 H -15.440 3.594 16.073
66 H -13.157 1.978 18.073
67 H -14.599 1.059 18.709
68 H -13.518 1.959 19.824
69 C -18.397 -0.509 27.982
70 O -18.505 -1.703 27.278
71 P -17.656 -1.892 25.984
72 O -18.222 -3.060 25.290
73 O -17.649 -0.551 25.168
74 C -17.697 -0.625 23.745
75 O -16.206 -1.963 26.565
76 C -15.745 -3.226 27.030
77 H -17.398 -0.176 28.226
78 H -18.964 -0.694 28.898
79 H -18.867 0.363 27.567
80 H -18.523 -1.246 23.412
81 H -16.743 -0.970 23.263
82 H -17.980 0.387 23.465
83 H -14.734 -3.127 27.328
84 H -15.777 -3.934 26.214
85 H -16.339 -3.577 27.893
86 C -8.221 -0.924 18.660
87 C -8.797 -0.806 17.266
88 C -10.215 -0.218 17.103
89 O -8.194 -1.320 16.353
90 H -7.174 -0.953 18.644
91 H -8.533 -1.905 19.086
92 H -8.461 -0.060 19.270
93 H -10.992 -0.922 17.554
94 H -10.423 0.011 16.070
95 H -10.237 0.707 17.650
96 C -17.380 -7.596 24.671
97 C -16.329 -6.791 23.952
98 C -16.075 -7.081 22.492
99 O -15.767 -5.892 24.525
100 H -17.359 -7.207 25.691
101 H -17.093 -8.602 24.666
102 H -18.300 -7.498 24.126
103 H -16.995 -6.994 21.967
104 H -15.845 -8.132 22.318
105 H -15.372 -6.390 22.012
106 C -12.160 -6.964 24.967
107 C -12.015 -7.042 23.491
108 C -11.854 -5.671 22.786
109 O -12.340 -8.004 22.819
110 H -11.318 -6.441 25.451
111 H -12.324 -7.936 25.327
112 H -13.101 -6.421 25.120
113 H -11.202 -4.900 23.306
114 H -12.855 -5.246 22.598
115 H -11.437 -5.790 21.789
116 C -8.745 -1.656 23.551
117 C -9.589 -2.497 24.423
118 C -10.787 -1.711 25.058
119 O -9.255 -3.592 24.742
120 H -9.202 -1.334 22.646
121 H -7.851 -2.258 23.223
122 H -8.376 -0.805 24.094
123 H -11.571 -2.432 25.196
124 H -11.202 -0.913 24.448
125 H -10.517 -1.411 26.050
126 C -21.360 -3.306 22.958
127 C -20.219 -4.285 23.214
128 C -20.307 -4.867 24.605
129 O -19.439 -4.601 22.358
130 H -22.327 -3.837 22.959
131 H -21.186 -2.953 21.898
132 H -21.469 -2.417 23.523
133 H -19.550 -5.667 24.670
134 H -21.284 -5.360 24.651
135 H -20.121 -4.182 25.405

***

[3]
# C30H76Cl12O24S8

14 unconnected molecules or ions with the total composition C30H76Cl12O24S8 at a distorted geometry (ωB97M-V with the def2-TZVPD basis set, the Open Molecules 2025 dataset).

The lowest unoccupied orbital energy is 0.16 eV. Its HOMO energy is -10.513 eV. As for the spin multiplicity: 1. As for the HOMO-LUMO gap: 10.673 eV. The value obtained for the calculated total energy is -318428.50898 eV.

Positions of all 150 atoms, in Å:
1 C -2.835 0.127 0.825
2 Cl -3.667 -1.292 0.192
3 Cl -1.100 -0.024 0.882
4 H -3.107 0.898 0.191
5 H -3.274 0.180 1.845
6 C 3.951 -0.609 -5.743
7 Cl 4.657 -0.327 -7.336
8 Cl 5.183 -0.204 -4.504
9 H 3.127 0.113 -5.511
10 H 3.789 -1.672 -5.700
11 C -3.061 -2.547 -2.905
12 Cl -2.637 -3.232 -4.510
13 Cl -4.803 -2.740 -2.679
14 H -2.439 -3.123 -2.251
15 H -2.798 -1.484 -2.888
16 C 2.880 6.323 1.187
17 Cl 3.324 6.636 2.826
18 Cl 4.076 5.276 0.324
19 H 1.938 5.809 0.980
20 H 2.881 7.211 0.630
21 C -1.094 2.606 -6.137
22 Cl 0.079 3.608 -7.050
23 Cl -2.684 2.570 -6.860
24 H -0.768 1.561 -6.093
25 H -1.233 2.968 -5.124
26 C 0.545 -1.541 -7.475
27 Cl 0.046 -0.181 -8.429
28 Cl 1.825 -2.513 -8.166
29 H 0.835 -1.197 -6.474
30 H -0.267 -2.218 -7.301
31 O -1.436 0.003 -3.336
32 S -0.058 -0.347 -3.089
33 O 0.890 -0.586 -4.130
34 O 0.350 0.990 -2.312
35 C 1.769 1.221 -2.174
36 C 1.824 2.099 -0.906
37 C 0.019 -1.666 -1.988
38 H 2.157 1.735 -3.055
39 H 2.306 0.295 -1.961
40 H 1.305 1.585 -0.064
41 H 1.492 3.121 -1.118
42 H 2.858 2.253 -0.529
43 H -0.181 -2.583 -2.540
44 H -0.848 -1.537 -1.375
45 H 0.969 -1.770 -1.427
46 O -2.017 3.007 5.523
47 S -0.802 2.712 6.201
48 O -0.749 1.852 7.340
49 O 0.085 2.123 5.075
50 C 0.029 2.760 3.711
51 C 1.418 2.785 3.172
52 C 0.110 4.155 6.504
53 H -0.385 3.743 3.916
54 H -0.695 2.208 3.108
55 H 2.177 3.165 3.882
56 H 1.432 3.360 2.221
57 H 1.819 1.851 2.940
58 H 0.413 4.675 5.605
59 H 1.031 3.906 7.027
60 H -0.355 4.949 7.085
61 O -2.383 -6.874 2.992
62 S -3.260 -5.747 2.802
63 O -2.929 -4.358 3.069
64 O -3.787 -5.814 1.322
65 C -4.398 -4.623 0.661
66 C -5.806 -5.086 0.344
67 C -4.713 -6.089 3.778
68 H -3.747 -4.483 -0.198
69 H -4.365 -3.815 1.403
70 H -6.356 -5.538 1.138
71 H -5.885 -5.740 -0.505
72 H -6.286 -4.142 0.086
73 H -5.568 -6.271 3.123
74 H -4.882 -5.372 4.545
75 H -4.554 -7.088 4.247
76 O -1.581 6.147 -2.460
77 S -1.489 6.466 -3.862
78 O -1.261 7.876 -4.165
79 O -0.341 5.588 -4.575
80 C 0.961 6.163 -4.550
81 C 1.562 6.085 -3.085
82 C -2.914 5.698 -4.629
83 H 1.039 7.213 -4.820
84 H 1.523 5.584 -5.211
85 H 0.978 6.552 -2.320
86 H 2.556 6.666 -3.036
87 H 1.812 4.990 -2.951
88 H -3.827 6.052 -4.167
89 H -2.825 4.576 -4.527
90 H -2.862 6.005 -5.638
91 O 1.481 -4.412 3.774
92 S 1.218 -4.000 5.142
93 O 2.287 -3.866 6.030
94 O 0.431 -2.626 5.097
95 C -0.427 -2.445 3.963
96 C -1.321 -1.243 4.302
97 C -0.114 -5.041 5.720
98 H -0.997 -3.303 3.766
99 H 0.171 -2.388 3.084
100 H -2.008 -1.040 3.429
101 H -0.739 -0.330 4.485
102 H -1.889 -1.422 5.168
103 H -0.393 -4.607 6.686
104 H 0.220 -6.063 5.755
105 H -0.911 -4.830 4.969
106 O 2.118 -0.419 1.223
107 S 3.266 -1.212 0.943
108 O 3.638 -1.615 -0.409
109 O 4.523 -0.410 1.736
110 C 5.880 -0.177 1.129
111 C 6.630 -1.467 1.119
112 C 3.189 -2.635 1.958
113 H 6.282 0.628 1.786
114 H 5.764 0.192 0.130
115 H 6.834 -1.740 2.158
116 H 7.637 -1.181 0.752
117 H 6.258 -2.287 0.531
118 H 3.099 -2.366 2.999
119 H 4.118 -3.105 1.614
120 H 2.341 -3.240 1.642
121 O -0.948 -4.276 -0.647
122 S 0.201 -5.076 -0.187
123 O 0.581 -6.199 -1.020
124 O 1.531 -4.192 0.021
125 C 2.794 -4.700 -0.536
126 C 3.370 -5.937 0.138
127 C 0.014 -5.492 1.475
128 H 3.390 -3.812 -0.440
129 H 2.596 -5.051 -1.556
130 H 4.423 -5.950 -0.088
131 H 2.817 -6.770 -0.236
132 H 3.308 -5.859 1.193
133 H -0.710 -6.258 1.633
134 H -0.312 -4.627 2.007
135 H 0.959 -5.763 1.865
136 O -2.487 4.427 2.580
137 S -2.102 4.885 1.243
138 O -0.651 5.087 1.036
139 O -2.653 3.900 0.143
140 C -1.879 3.229 -0.949
141 C -2.836 2.806 -1.993
142 C -3.057 6.316 0.905
143 H -1.369 2.343 -0.520
144 H -1.190 3.971 -1.360
145 H -3.604 2.078 -1.744
146 H -2.414 2.427 -2.883
147 H -3.441 3.746 -2.167
148 H -4.072 5.923 0.919
149 H -2.702 6.764 -0.015
150 H -2.851 7.043 1.637